Density functional theory data (wB97M-V/def2-TZVPD) for a 3-piece molecular cluster, C22H40N4OS overall.

Last column: natural (NBO) charge in e.
Positions of all 68 atoms, in Å:
C1 4.681628 -0.078388 2.794656  -0.67
C2 4.936969 0.817709 1.484641  -0.07
O1 3.758358 1.091171 0.679718  -0.52
C3 2.614683 1.384495 1.467330  0.32
C4 2.433322 2.747011 2.215210  -0.23
S1 3.741310 4.066685 2.169975  -0.04
C5 1.124017 3.029794 3.028116  -0.21
C6 0.035496 1.941801 3.077842  -0.22
C7 0.177943 0.524857 2.375114  0.10
N1 -0.917510 -0.387526 2.560290  -0.36
C8 -0.601983 -1.592957 1.867974  0.00
C9 0.663195 -1.891632 1.014641  -0.02
N2 1.715488 -0.946334 0.861085  -0.38
C10 1.477094 0.278460 1.574935  0.15
H1 4.729445 0.614681 3.701134  0.22
H2 3.758314 -0.746002 2.750249  0.23
H3 5.589663 -0.795039 2.879117  0.22
H4 5.652259 0.207443 0.807979  0.19
H5 5.538151 1.761371 1.770973  0.19
H6 3.656974 4.706531 0.928352  0.16
H7 0.929705 4.001009 3.600542  0.25
H8 -0.937783 2.161366 3.654090  0.24
H9 -1.377333 -2.445251 1.951881  0.22
H10 0.787044 -2.909466 0.497476  0.23
C11 -1.586782 -4.523240 -1.244718  -0.61
C12 -0.686191 -5.051169 -2.355865  -0.22
N3 0.106778 -6.214232 -1.973169  -0.45
C13 1.150747 -6.543865 -2.941769  -0.21
C14 0.710212 -6.986313 -4.336421  -0.64
C15 -0.636341 -7.356823 -1.448221  -0.22
C16 -1.710813 -7.975519 -2.342021  -0.64
H11 -1.009300 -4.289870 -0.345743  0.20
H12 -2.080505 -3.605641 -1.573646  0.22
H13 -2.371811 -5.235990 -0.980524  0.20
H14 -0.005172 -4.236228 -2.626505  0.20
H15 -1.302956 -5.251467 -3.241526  0.16
H16 1.806155 -7.313388 -2.518560  0.19
H17 1.794198 -5.662671 -3.054290  0.19
H18 0.335011 -8.009919 -4.335813  0.20
H19 1.568557 -6.964687 -5.015439  0.21
H20 -0.052703 -6.331359 -4.761279  0.20
H21 -1.111869 -7.053466 -0.508107  0.19
H22 0.066678 -8.141176 -1.148698  0.20
H23 -2.330589 -7.225221 -2.837537  0.20
H24 -2.378566 -8.596984 -1.735870  0.21
H25 -1.278139 -8.627035 -3.101568  0.20
C17 -2.737670 7.366488 -1.409410  -0.62
C18 -2.744770 5.934985 -0.884045  -0.21
N4 -1.448236 5.475466 -0.398540  -0.45
C19 -1.402370 4.035781 -0.151104  -0.21
C20 -2.297645 3.477369 0.953548  -0.63
C21 -0.813370 6.300748 0.625198  -0.22
C22 -1.582447 6.535099 1.925186  -0.64
H26 -1.988857 7.494830 -2.195849  0.21
H27 -3.714859 7.609034 -1.833936  0.21
H28 -2.540092 8.092392 -0.616754  0.20
H29 -3.054663 5.293081 -1.716453  0.20
H30 -3.522726 5.847849 -0.114267  0.16
H31 -0.367115 3.736287 0.049362  0.20
H32 -1.662348 3.525841 -1.086891  0.19
H33 -1.900935 3.699053 1.944122  0.20
H34 -2.346206 2.386857 0.868918  0.21
H35 -3.321799 3.850745 0.891637  0.20
H36 -0.587150 7.278992 0.184907  0.19
H37 0.170585 5.885421 0.868465  0.20
H38 -2.637502 6.760702 1.756260  0.20
H39 -1.150623 7.389388 2.457703  0.21
H40 -1.512248 5.678068 2.595913  0.20

Forces on atoms 1 to 6 (eV/Å):
1.216 0.088 -0.143
1.839 -1.246 0.354
-1.696 0.558 2.226
-1.888 1.880 1.897
-1.910 -2.692 -1.120
-0.804 -0.594 -0.375

SMILES: CCOc1c(S)ccc2nccnc12.CCN(CC)CC.CCN(CC)CC
2S+1: 1
Strongest force on any atom in eV Å⁻¹: 6.27
M in g mol⁻¹: 408.66
Orbital gap in eV: 6.991

=====

Density functional theory data (wB97M-V/def2-TZVPD) for an isolated ion of composition C22H40N5O4S2 and charge +1.

Last column: Mulliken charge in e.
Positions of all 73 atoms, in Å:
C1 5.486444 -4.074199 2.542440  -0.68
C2 4.899193 -2.839216 3.481559  0.65
O1 4.654432 -3.041119 4.784635  -0.51
O2 4.644181 -1.560065 2.792511  -0.32
C3 3.179604 -1.417263 2.779892  -0.50
N1 2.627184 -0.601573 1.630472  0.48
C4 1.953276 0.725359 1.912964  -0.02
C5 1.698570 1.566301 3.299044  -0.79
C6 2.972798 2.592840 3.508699  -0.52
N2 3.348246 3.340467 2.214571  -0.49
C7 1.484384 1.199507 0.408099  0.28
C8 0.630831 2.609920 0.132299  -1.07
C9 -0.958452 2.119976 0.002094  0.15
C10 -2.035785 3.315585 0.349667  -0.49
S1 -3.236934 2.601177 1.611116  -0.14
C11 -3.890605 0.910097 1.007516  -0.05
S2 -3.187309 -0.537960 1.628398  -0.10
N3 -5.011815 0.967960 -0.004038  0.11
C12 -6.366432 0.659111 0.589574  -0.47
C13 -6.961141 -0.828144 0.242603  -0.35
O3 -6.760541 -1.268294 -1.146856  -0.38
C14 -5.267663 -1.360957 -1.268162  -0.38
C15 -4.719374 0.183184 -1.262223  0.03
N4 1.919917 0.196551 -0.666549  0.64
C16 1.661490 0.371507 -2.147576  -0.92
C17 0.608715 -0.710808 -2.791875  0.27
C18 0.243426 -0.153010 -4.324327  -0.77
C19 -0.964500 0.998746 -4.265485  0.09
N5 -1.566055 1.268746 -5.641152  -0.69
C20 2.608834 -0.895017 0.124756  -0.15
C21 3.245154 -2.280490 -0.561532  -0.68
C22 2.024111 -3.413707 -0.415983  -0.45
O4 0.774354 -2.714092 0.028138  -0.45
H1 6.546083 -3.767118 2.139909  0.29
H2 4.801632 -4.284190 1.604423  0.12
H3 5.588263 -5.077702 3.165779  0.31
H4 2.658831 -2.487522 2.736567  0.36
H5 2.858958 -0.940987 3.820858  0.26
H6 0.745070 2.255362 3.115688  0.22
H7 1.511595 0.890894 4.242830  0.44
H8 3.962975 2.056335 3.869290  0.24
H9 2.736032 3.419436 4.306987  0.37
H10 3.509720 4.350575 2.421446  0.24
H11 4.268000 2.971376 1.836945  0.23
H12 0.784257 3.318381 1.079586  0.37
H13 1.034569 3.113213 -0.846405  0.33
H14 -1.214444 1.652493 -1.040060  0.02
H15 -1.084084 1.291793 0.853373  0.11
H16 -2.531687 3.691006 -0.641641  0.35
H17 -1.448479 4.239665 0.801365  0.37
H18 -6.226059 0.692758 1.774544  0.28
H19 -7.167099 1.514585 0.363128  0.32
H20 -8.141096 -0.762422 0.408167  0.29
H21 -6.603449 -1.680647 0.994102  0.24
H22 -5.046490 -1.902008 -2.291972  0.29
H23 -4.890720 -1.989436 -0.356083  0.22
H24 -5.049020 0.738813 -2.265040  0.24
H25 -3.530342 0.114837 -1.338843  -0.24
H26 1.197392 1.444449 -2.338350  0.10
H27 2.705776 0.364693 -2.722122  0.22
H28 -0.384656 -0.843614 -2.159668  0.10
H29 1.194107 -1.731788 -2.915504  0.18
H30 1.219209 0.427833 -4.681106  0.29
H31 0.014708 -1.015061 -5.081986  0.30
H32 -0.552623 2.018402 -3.845675  0.20
H33 -1.839761 0.598635 -3.582797  -0.07
H34 -2.341077 1.962526 -5.502417  0.28
H35 -0.850233 1.788089 -6.231174  0.26
H36 3.430425 -2.173062 -1.711746  0.37
H37 4.158721 -2.707017 0.042220  0.28
H38 2.298575 -4.210682 0.400054  0.33
H39 1.788060 -3.897829 -1.454772  0.30
H40 0.149821 -3.376182 0.454816  0.29

Forces on atoms 1 to 6 (eV/Å):
0.172 0.371 0.097
-0.619 -2.199 5.461
1.373 1.947 -8.750
-1.343 -2.543 0.808
-1.317 -1.195 1.036
-1.054 2.678 -3.108

SMILES: CC(=O)OC[n+]1c(CCN)c(CCCSC(=S)N2CCOCC2)n(CCCCN)c1CCO
2S+1: 1
Total charge: +1
Strongest force on any atom in eV Å⁻¹: 9.07
M in g mol⁻¹: 502.73
Orbital gap in eV: 7.277